{
  "formula": "C5H8S",
  "method": "the ωB97M-V functional and the def2-TZVPD basis",
  "elements": ["C", "C", "C", "C", "C", "S", "H", "H", "H", "H", "H", "H", "H", "H"],
  "coordinates": [[0.4081, -1.2812, 0.0493], [1.7330, -1.4853, 0.1386], [0.0029, 0.0957, -0.0943], [-0.6676, 0.5759, 1.1928], [-0.6328, 0.6074, -1.3828], [1.8844, 0.8225, -0.0893], [-0.3472, -2.0614, 0.2141], [2.5482, -2.1606, 0.1326], [-0.8477, 1.7152, 0.9540], [-0.1733, 0.4537, 2.1950], [-1.6147, 0.1172, 1.5237], [-1.6426, 0.6121, -1.2704], [-0.1827, 0.2436, -2.3310], [-0.4680, 1.7451, -1.2324]],
  "e_above_lowest_kj_mol": 339.91,
  "charge": 0,
  "e_lumo_ha": -0.001,
  "homo_energy_ev": -8.472
}

{
  "formula": "C5H8S",
  "method": "the ωB97M-V functional and the def2-TZVPD basis",
  "elements": ["C", "C", "C", "C", "C", "H", "H", "H", "H", "H", "H", "H", "H", "S"],
  "coordinates": [[-0.6298, 1.4787, 0.0519], [-0.8469, -1.3239, -0.2739], [0.3423, -0.6668, 0.3131], [1.7287, -0.1208, 0.0744], [0.4554, 0.6777, -0.3919], [-0.6141, 1.7709, 1.0899], [-1.0960, 2.2297, -0.7328], [-0.9653, -1.8242, -1.2127], [-0.9804, -2.1341, 0.6599], [0.0034, -0.6143, 1.4413], [2.0804, 0.3327, 1.0786], [2.3276, -0.2247, -0.7673], [0.2742, 0.3780, -1.3969], [-2.0795, 0.0410, 0.0665]],
  "e_above_lowest_kj_mol": 383.03,
  "charge": 0,
  "e_lumo_ha": 0.035,
  "smiles": "C1SC[C@H]2C[C@H]12",
  "homo_energy_ev": -8.416
}

{
  "formula": "C5H8S",
  "method": "the ωB97M-V functional and the def2-TZVPD basis",
  "elements": ["C", "C", "C", "C", "C", "S", "H", "H", "H", "H", "H", "H", "H", "H"],
  "coordinates": [[0.0695, -0.4964, 0.4908], [1.1309, 0.2678, 0.1655], [-1.0649, 0.4722, 0.6185], [2.4926, 0.1559, -0.2841], [-2.2073, 0.1759, -0.4982], [0.2312, 1.7908, 0.1542], [-0.1248, -1.4775, 0.7749], [-1.4576, 0.8571, 1.5333], [2.5894, 0.7446, -1.2840], [2.6915, -0.9604, -0.4976], [3.2207, 0.4879, 0.4886], [-3.0631, -0.1789, 0.1380], [-1.8196, -0.7491, -1.0210], [-2.2887, 1.0147, -1.2140]],
  "e_above_lowest_kj_mol": 169.38,
  "charge": 0,
  "e_lumo_ha": 0.036,
  "homo_energy_ev": -8.017
}

{
  "formula": "C5H8S",
  "method": "the ωB97M-V functional and the def2-TZVPD basis",
  "elements": ["C", "C", "C", "C", "C", "H", "H", "H", "H", "H", "H", "H", "H", "S"],
  "coordinates": [[-1.9491, -1.0280, 0.7863], [-0.9847, -0.4200, 0.1520], [-0.0214, -1.3623, -0.5852], [1.2943, -0.6230, 0.0420], [-0.7820, 1.0542, 0.1536], [-2.0451, -2.0138, 0.6816], [-2.3161, -0.3842, 1.8114], [-0.3479, -2.3439, -0.2393], [0.2740, -1.4409, -1.6956], [2.2637, -0.9854, -0.4827], [1.2901, -0.8146, 1.0797], [-1.1742, 1.5356, -0.8123], [-0.8204, 1.4629, 1.1940], [1.0958, 1.2037, -0.3018]],
  "e_above_lowest_kj_mol": 241.66,
  "charge": 0,
  "e_lumo_ha": 0.034,
  "smiles": "C=C1CCSC1",
  "homo_energy_ev": -8.691
}

{
  "formula": "C5H8S",
  "method": "the ωB97M-V functional and the def2-TZVPD basis",
  "elements": ["C", "C", "C", "C", "C", "H", "H", "H", "H", "H", "H", "H", "H", "S"],
  "coordinates": [[-1.3624, 1.1218, 0.6749], [-0.6060, 0.0373, 0.0022], [-1.0100, -0.7413, -1.0059], [0.8075, -0.1613, 0.5232], [1.8801, -0.6386, -0.3434], [-0.8324, 2.0984, 0.6155], [-1.4026, 0.8736, 1.7433], [-2.3481, 1.1666, 0.2482], [-0.3602, -1.5211, -1.4049], [-2.0751, -0.7222, -1.4076], [0.9026, -0.5030, 1.6024], [2.7203, -1.3019, 0.0410], [1.6884, -0.8129, -1.3990], [1.9979, 1.1045, 0.1102]],
  "e_above_lowest_kj_mol": 95.93,
  "charge": 0,
  "e_lumo_ha": 0.037,
  "smiles": "C=C(C)[C@H]1CS1",
  "homo_energy_ev": -8.711
}

{
  "formula": "C5H8S",
  "method": "the ωB97M-V functional and the def2-TZVPD basis",
  "elements": ["C", "C", "C", "C", "C", "H", "H", "H", "H", "H", "H", "H", "H", "S"],
  "coordinates": [[1.7287, -0.0320, -0.1817], [0.3196, 0.0309, 0.3248], [-0.6347, -1.0862, -0.0156], [-1.7089, -0.0246, -0.0732], [-0.7278, 1.1174, -0.0753], [2.2046, -0.9880, 0.0440], [1.7851, 0.1246, -1.2481], [2.3566, 0.7573, 0.2587], [0.4497, 0.1874, 1.4398], [-0.4242, -1.5803, -0.9562], [-0.5547, -1.8687, 0.7074], [-0.8117, 1.7885, 0.8299], [-0.6313, 1.6152, -1.0253], [-3.3511, -0.0415, -0.0292]],
  "e_above_lowest_kj_mol": 131.12,
  "charge": 0,
  "e_lumo_ha": -0.006,
  "smiles": "CC1CC(=S)C1",
  "homo_energy_ev": -8.548
}

{
  "formula": "C5H8S",
  "method": "the ωB97M-V functional and the def2-TZVPD basis",
  "elements": ["C", "C", "C", "C", "C", "H", "H", "H", "H", "H", "H", "H", "H", "S"],
  "coordinates": [[-0.2345, 1.0413, -0.7642], [0.2579, -0.3616, -0.8527], [-0.0250, -1.1318, 0.4614], [0.1718, -0.4489, 1.7600], [0.4065, -0.1795, 2.9078], [-0.3944, 0.9385, -3.0624], [0.3087, 1.5987, -0.0362], [-1.2672, 1.0992, -0.4010], [-0.3355, -0.8198, -1.7234], [1.3687, -0.3345, -1.1457], [0.3846, -2.0658, 0.6663], [-1.1127, -1.4412, 0.5675], [0.6192, 0.1710, 3.9195], [-0.1481, 1.9345, -2.2969]],
  "e_above_lowest_kj_mol": 215.80,
  "charge": 0,
  "e_lumo_ha": 0.034,
  "smiles": "C#CCCCS",
  "homo_energy_ev": -9.087
}

{
  "formula": "C5H8S2",
  "method": "the ωB97M-V functional and the def2-TZVPD basis",
  "elements": ["C", "C", "C", "C", "C", "S", "S", "H", "H", "H", "H", "H", "H", "H", "H"],
  "coordinates": [[-0.0273, 1.3731, 0.0701], [-1.1996, 0.7482, 0.1396], [1.1241, 0.5824, -0.2364], [-1.4084, -0.5279, -0.3470], [1.1389, -0.6495, 0.5496], [-2.8501, -1.4421, 0.0347], [2.3382, -1.7500, -0.0108], [0.1237, 2.3629, 0.3113], [-2.1208, 1.2826, 0.5844], [1.4297, 0.3923, -1.2793], [1.9348, 1.2101, 0.1142], [-0.6132, -1.1747, -0.5149], [1.0665, -0.6653, 1.6120], [-3.6190, -0.4670, 0.1935], [2.6826, -1.2753, -1.2211]],
  "e_above_lowest_kj_mol": 419.95,
  "charge": 0,
  "e_lumo_ha": [-0.012, 0.012],
  "homo_energy_ev": [-7.267, -7.172]
}

> Which formula does entry 3 have?

C5H8S

> Number 5 is which compound?

C5H8S